(1)
Here is a molecular structure, C32H27BN5O2PtTe from OMol25. Energies are from the ωB97M-V functional and the def2-TZVPD basis.

Electronic energy (hartree): -2072.1733
ΔE to the lowest compared entry with this formula, charge and spin (kJ/mol): 0.0
Largest force on an atom (eV/A): 0.71
Expectation value of S²: 2.008
Charge: -1
Multiplicity: 3
Orbital gap (alpha / beta) (eV): 5.49 / 6.25

Structure (XYZ):
```
69
Properties=species:S:1:pos:R:3:forces:R:3
Pt -0.31099 -0.92457 -1.13598 -0.158 -0.174 -0.665
C 3.66063 3.17977 2.60000 0.077 0.032 0.064
C 2.68757 2.76472 1.53305 0.057 -0.069 -0.055
C 1.40613 3.30134 1.46009 -0.055 0.024 0.011
C 0.48530 2.84412 0.53950 0.012 0.023 -0.016
C 0.78548 1.82915 -0.38648 0.043 -0.099 -0.018
N -0.17299 1.27597 -1.20278 0.080 0.229 0.013
C -1.10851 2.11120 -1.76038 -0.042 -0.022 -0.003
C -0.71903 3.31093 -2.39011 0.018 -0.008 0.023
C -1.61158 4.14100 -3.03246 0.002 0.014 -0.014
C -2.96504 3.82259 -3.11582 -0.030 -0.068 0.037
C -3.93224 4.67329 -3.88999 -0.065 0.053 -0.041
C -3.37619 2.65695 -2.48973 0.064 0.030 -0.022
C -2.48996 1.83603 -1.79882 0.009 0.047 -0.033
N -3.06920 0.75686 -1.07045 -0.004 -0.164 0.044
C -4.22383 0.80823 -0.36838 0.010 0.070 0.039
C -4.51543 -0.46816 0.04791 -0.021 0.028 -0.019
C -3.46568 -1.25045 -0.45480 0.070 -0.007 0.015
N -2.60590 -0.50515 -1.12692 0.059 0.040 -0.099
C 2.10764 1.34054 -0.34264 -0.014 0.070 0.048
C 3.01427 1.77890 0.61360 -0.079 0.043 0.015
N 2.59452 0.40749 -1.30514 -0.068 -0.126 -0.061
C 3.81053 0.43640 -1.89389 0.055 0.031 0.071
C 3.93785 -0.70708 -2.64498 0.004 0.066 -0.045
C 2.71994 -1.38280 -2.46957 -0.081 -0.010 0.042
N 1.92844 -0.70393 -1.65965 -0.051 0.023 0.066
H 3.44159 4.18256 2.96940 -0.018 0.004 -0.012
H 4.68618 3.17906 2.22613 0.004 -0.005 -0.002
H 3.62498 2.50116 3.45622 -0.016 -0.010 0.004
H 1.10651 4.07075 2.16392 0.018 0.004 0.014
H -0.51860 3.25031 0.53494 -0.008 -0.003 -0.002
H 0.33290 3.56758 -2.36346 0.007 -0.005 0.003
H -1.24466 5.04664 -3.50367 -0.005 0.017 -0.010
H -3.59647 5.71011 -3.93898 0.015 -0.001 0.010
H -4.92349 4.66560 -3.43371 -0.005 -0.006 0.004
H -4.04554 4.31870 -4.91785 0.007 -0.004 -0.007
H -4.41880 2.36186 -2.52639 -0.018 0.016 -0.014
H -4.72501 1.74786 -0.21372 -0.022 -0.002 0.024
H -5.34839 -0.78169 0.65091 -0.021 -0.017 0.006
H -3.25855 -2.30247 -0.34768 -0.018 -0.018 0.003
H 3.99452 1.31692 0.63851 0.024 0.006 0.024
H 4.47067 1.27058 -1.73311 0.038 0.000 -0.016
H 4.77801 -0.99700 -3.24989 0.011 -0.012 -0.028
H 2.34944 -2.30424 -2.89131 0.039 -0.017 -0.009
O -1.09107 -0.68320 1.84456 0.036 -0.005 -0.079
B -0.10206 -1.00317 0.86560 0.000 -0.162 0.373
O 1.12894 -1.19849 1.56270 -0.010 0.006 0.013
C 0.88103 -0.97586 2.88021 -0.012 0.011 0.021
C 1.75479 -1.02207 3.94303 -0.056 0.016 -0.039
C 1.23064 -0.74167 5.20740 0.038 -0.007 0.013
C -0.11168 -0.43210 5.37775 -0.016 0.010 0.043
C -0.98982 -0.38825 4.29259 0.020 -0.015 -0.087
C -0.46517 -0.66513 3.04978 0.040 0.016 0.101
H 2.79840 -1.26376 3.79370 0.016 -0.004 0.005
H 1.88519 -0.76770 6.06943 0.000 0.002 0.010
H -0.48626 -0.22012 6.37120 -0.002 0.002 0.008
H -2.03748 -0.14622 4.40963 -0.010 0.004 0.018
Te -0.65785 -3.23880 -2.61311 -0.025 0.066 0.242
C -0.02809 -4.75319 -1.26758 0.033 0.103 -0.047
C -0.28873 -6.09119 -1.55886 -0.041 -0.051 -0.055
C 0.11718 -7.10327 -0.70178 0.020 -0.065 0.042
C 0.79698 -6.80079 0.47048 0.007 0.016 0.009
C 1.06562 -5.47100 0.76747 0.023 -0.039 0.049
C 0.65994 -4.46018 -0.09152 0.031 0.075 -0.011
H -0.82125 -6.34690 -2.46764 -0.009 0.017 -0.012
H -0.10093 -8.13643 -0.94941 -0.005 0.006 -0.008
H 1.11296 -7.58936 1.14276 -0.002 -0.004 -0.001
H 1.59634 -5.21293 1.67737 -0.004 -0.002 -0.004
H 0.87535 -3.42581 0.14880 0.005 -0.019 0.008
```
Positions in Å, forces in eV/Å.

(2)
Here is a single CH3O4P molecule in a non-equilibrium geometry from OMol25. Energies are from the ωB97M-V functional and the def2-TZVPD basis.

Electronic energy (hartree): -682.1061
ΔE to the lowest compared entry with this formula, charge and spin (kJ/mol): 494.1
Largest force on an atom (eV/A): 4.11
Charge: 0
SMILES: O=[P@@H](O)C1OO1
Orbital gap (eV): 11.14

Structure (XYZ):
```
9
Properties=species:S:1:pos:R:3:forces:R:3
O -1.36649 -1.35391 0.26791 -2.163 -2.265 0.105
P -0.70998 -0.26785 -0.39727 3.036 2.620 0.901
O -1.20072 1.21919 0.17833 -0.610 -1.573 -1.598
C 1.00304 -0.29217 0.40740 -1.843 1.395 -1.119
O 2.13679 -0.49726 -0.29773 1.316 -2.495 -1.377
O 1.81421 0.78973 0.14557 0.024 2.635 0.455
H -0.48011 -0.24704 -1.85738 -0.541 0.203 1.325
H -2.18955 1.21881 0.12661 0.964 0.210 0.228
H 0.99281 -0.56950 1.42657 -0.182 -0.730 1.081
```
Positions in Å, forces in eV/Å.

(3)
Here is a gas-phase ion, C17H9F3N3O4S (charge -1) in a non-equilibrium geometry from OMol25. Energies are from the ωB97M-V functional and the def2-TZVPD basis.

Electronic energy (hartree): -1816.1013
ΔE to the lowest compared entry with this formula, charge and spin (kJ/mol): 141.1
Largest force on an atom (eV/A): 3.71
Charge: -1
SMILES: N#Cc1ccc([C@H]([C@@H]2C=CC3=C([O-])N(SC(F)(F)F)C(=O)C3=C2)[N+](=O)[O-])cc1
Orbital gap (eV): 5.38

Structure (XYZ):
```
37
Properties=species:S:1:pos:R:3:forces:R:3
N 3.95506 5.52542 3.07571 -0.988 -2.198 -1.359
C 3.47853 4.58319 2.56352 0.968 1.753 1.285
C 2.76706 3.43553 2.04768 -0.132 -0.658 -0.199
C 1.37634 3.52614 1.94416 -0.317 0.016 -0.428
C 0.60017 2.46674 1.48325 0.188 -0.360 0.316
C 1.20430 1.19763 1.25072 0.485 -0.016 -0.932
C 0.43285 -0.13769 1.07799 -0.646 0.523 2.924
C -1.10156 0.15316 0.84146 0.699 1.083 0.325
C -2.05932 -0.91432 1.26520 -0.096 -0.277 0.929
C -2.69621 -1.66389 0.35371 -0.909 -0.588 0.957
C -2.48514 -1.44300 -1.00881 -0.371 -1.409 -1.962
C -2.44808 -2.48847 -2.01446 -0.426 1.274 2.869
O -2.80010 -3.65110 -1.92974 -0.142 0.217 -0.588
N -1.67152 -1.92154 -3.08742 3.650 -0.631 -0.264
S 0.02355 -2.79949 -2.87393 -2.606 -0.527 -2.545
C -0.59602 -3.43728 -4.50902 -0.287 -0.113 0.110
F -1.82422 -4.02804 -4.34574 1.883 0.363 -0.973
F -0.72952 -2.39559 -5.39079 0.341 -1.650 0.506
F 0.24084 -4.36218 -5.05259 -0.508 0.617 0.173
C -1.14173 -0.61804 -2.73016 -0.772 1.382 -1.962
O -0.35933 0.03746 -3.40860 -1.182 -0.988 0.909
C -1.72855 -0.34770 -1.44785 0.870 0.860 1.673
C -1.16821 0.52533 -0.58303 -0.030 -0.015 -1.008
N 0.45806 -0.58558 2.68783 -0.964 1.174 0.903
O 0.99627 -1.57734 3.18280 -0.718 1.455 -1.414
O -0.18155 0.26759 3.33810 1.359 -1.958 -0.297
C 2.60501 1.12367 1.26210 -0.253 0.701 0.550
C 3.37729 2.23099 1.67221 0.126 -0.399 -0.241
H 0.89224 4.46350 2.20901 0.064 -0.170 -0.098
H -0.47966 2.67115 1.38652 0.816 -0.403 0.102
H 0.90379 -1.00247 0.58391 -0.166 0.720 -0.172
H -1.25632 1.10715 1.36398 -0.177 -0.896 0.584
H -2.16400 -1.11459 2.34599 -0.058 0.243 -0.682
H -3.39061 -2.47558 0.63516 0.553 0.431 0.027
H -0.55585 1.36004 -0.91166 -0.010 -0.148 -0.193
H 3.06347 0.15941 1.01967 0.036 0.488 0.138
H 4.46266 2.12979 1.70313 -0.281 0.104 0.037
```
Positions in Å, forces in eV/Å.